Below is a cluster of 16 separate species, C4H40O17 in total, with properties calculated with wB97M-V/def2-TZVPD.

Computed properties:
- LUMO energy (Eh) = -0.0126
- relative energy (zero: lowest compared OMol25 entry of this formula, charge and spin) (kJ/mol) = 42.56
- total energy (eV) = -39604.571
- orbital gap (eV) = 10.092
- HOMO (eV) = -10.44

The geometry in ORCA input format:
```
! RIJCOSX wB97M-V def2-TZVPD def2/J DEFGRID3
* xyz 0 1
C 1.340 -1.722 -1.681
O 1.375 -1.368 -3.075
C 0.003 -1.320 -1.119
C -0.009 0.118 -0.624
C 0.728 0.279 0.683
O -0.167 0.941 1.597
H 1.524 -2.808 -1.729
H 2.224 -1.463 -1.098
H 0.564 -0.924 -3.318
H -0.208 -1.922 -0.239
H -0.816 -1.569 -1.797
H -0.989 0.592 -0.631
H 0.426 0.834 -1.344
H 1.556 1.004 0.608
H 1.220 -0.612 1.079
H 0.182 0.976 2.509
H 1.255 -3.968 0.041
H 0.840 -3.889 1.565
O 1.360 -3.489 0.865
H -2.498 -3.348 -0.955
H -2.425 -2.883 0.372
O -2.121 -3.663 -0.127
H 1.101 2.712 3.560
H 0.061 3.805 3.456
O 0.930 3.613 3.822
H 4.061 -1.493 1.608
H 3.561 -2.936 1.376
O 4.297 -2.414 1.710
H -2.600 -0.093 1.792
H -1.276 -0.758 1.767
O -2.194 -0.920 2.028
H 4.169 2.284 -0.844
H 3.587 3.603 -0.755
O 4.120 3.010 -0.209
H -3.561 2.245 -2.145
H -2.566 1.340 -1.332
O -3.427 1.756 -1.332
H -3.914 -0.743 -1.706
H -3.926 -0.594 -0.183
O -4.050 -1.235 -0.887
H 1.899 -0.256 3.588
H 2.572 0.953 2.802
O 1.868 0.685 3.390
H -4.404 1.003 1.335
H -3.420 1.812 0.550
O -3.525 1.393 1.425
H -3.779 -1.556 -3.684
H -2.659 -0.694 -4.073
O -3.444 -0.666 -3.512
H -0.931 -1.883 3.548
H 0.377 -2.658 3.830
O 0.026 -1.801 3.589
H -0.711 3.156 -2.032
H -0.606 2.748 -3.490
O -1.253 2.943 -2.805
H 2.946 -0.040 -2.151
H 4.259 0.533 -2.694
O 3.711 0.486 -1.905
H 0.985 4.393 -0.278
H 1.158 2.908 -0.026
O 1.200 3.563 -0.715
*
```

These are the Mulliken partial charges, in e, on atoms 1 to 8: -0.57, -0.64, -0.39, 1.63, -0.90, -0.58, 0.14, 0.35

***

Below is a structure of composition C6H11F12N2P2Rb, with properties calculated with wB97M-V/def2-TZVPD.

Computed properties:
- LUMO energy (Eh) = -0.0239
- relative energy (zero: lowest compared OMol25 entry of this formula, charge and spin) (kJ/mol) = 126.98
- total energy (eV) = -61236.018
- orbital gap (eV) = 10.292
- HOMO (eV) = -10.94

The geometry in ORCA input format:
```
! RIJCOSX wB97M-V def2-TZVPD def2/J DEFGRID3
* xyz 0 1
Rb 8.214 -0.659 -6.805
C 7.095 2.745 -6.634
C 7.594 4.069 -7.400
N 7.462 3.933 -8.840
C 8.530 3.577 -9.725
C 8.008 3.499 -10.980
N 6.676 3.859 -10.964
C 6.367 4.029 -9.600
C 5.774 3.804 -12.024
H 7.524 2.944 -5.652
H 7.645 1.868 -6.973
H 6.036 2.499 -6.555
H 8.636 4.296 -7.172
H 6.923 4.884 -7.129
H 9.517 3.416 -9.316
H 8.456 3.220 -11.922
H 5.371 4.234 -9.239
H 5.074 3.042 -11.682
H 6.123 3.499 -13.011
H 5.227 4.745 -11.959
P 11.329 2.400 -6.548
F 11.264 3.493 -7.755
F 10.151 3.137 -5.741
F 10.377 1.333 -7.298
F 11.463 1.466 -5.224
F 12.614 1.659 -7.299
F 12.364 3.411 -5.808
P 6.180 -0.586 -10.396
F 5.943 -1.871 -11.258
F 7.450 -0.230 -11.304
F 5.259 0.346 -11.308
F 6.527 0.684 -9.462
F 4.900 -1.045 -9.424
F 7.100 -1.412 -9.348
*
```

These are the Mulliken partial charges, in e, on atoms 1 to 8: 1.08, -0.51, -0.71, 0.29, -0.43, -0.50, 0.18, -0.23

***

Below is a cluster of 2 separate species, C2H8N2S2 in total, with properties calculated with wB97M-V/def2-TZVPD.

Computed properties:
- LUMO energy (alpha / beta) (Eh) = 0.1308 / 0.1311
- relative energy (zero: lowest compared OMol25 entry of this formula, charge and spin) (kJ/mol) = 176.71
- total energy (eV) = -26852.437
- orbital gap (alpha / beta) (eV) = 2.841 / 7.263
- HOMO (alpha / beta) (eV) = 0.72 / -3.69
- <S²> = 0.75

The geometry in ORCA input format:
```
! RIJCOSX wB97M-V def2-TZVPD def2/J DEFGRID3
* xyz -1 2
C -2.235 1.091 0.608
S -2.807 -0.213 -0.537
S -1.310 -1.628 -0.216
H -1.605 0.819 1.487
H -3.033 1.761 0.943
H -1.595 1.651 -0.070
H -0.497 -0.586 -0.422
N 1.841 -1.310 0.354
C 2.052 -0.250 -0.547
N 1.185 0.667 -0.835
H 1.056 -1.275 0.946
H 2.244 -2.233 0.221
H 3.100 0.097 -0.523
H 1.604 1.409 -1.412
*
```

These are the Mulliken partial charges, in e, on atoms 1 to 8: -0.75, -0.30, -0.72, 0.28, 0.23, 0.23, 0.02, -0.35

***

Below is an isolated molecule of C7H10N2OS, with properties calculated with wB97M-V/def2-TZVPD.

Computed properties:
- LUMO energy (Eh) = 0.0234
- relative energy (zero: lowest compared OMol25 entry of this formula, charge and spin) (kJ/mol) = 267.07
- total energy (eV) = -23281.261
- orbital gap (eV) = 9.201
- HOMO (eV) = -8.56

The geometry in ORCA input format:
```
! RIJCOSX wB97M-V def2-TZVPD def2/J DEFGRID3
* xyz 0 1
C -1.362 -1.872 -0.199
C -0.222 -1.132 0.045
C -0.787 0.252 0.165
C 1.229 -1.292 -0.239
C 2.150 -0.157 0.093
C 1.565 1.161 -0.541
C -3.021 1.288 -0.103
N -2.480 -1.119 -0.096
N -2.115 0.174 -0.057
O -0.565 2.835 -0.216
S 0.164 1.763 0.486
H -1.339 -2.928 -0.516
H 1.680 -2.257 0.207
H 1.239 -1.557 -1.342
H 2.277 0.044 1.262
H 3.206 -0.257 -0.198
H 2.438 1.893 -0.422
H 1.370 1.270 -1.655
H -2.387 2.161 0.236
H -3.482 1.525 -1.118
H -3.877 1.003 0.610
*
```

These are the Mulliken partial charges, in e, on atoms 1 to 8: -0.69, 0.60, 0.01, -0.40, -0.66, -0.65, -0.68, -1.03

***

Below is a cluster of 4 separate species, C17H34NO10P in total, with properties calculated with wB97M-V/def2-TZVPD.

Computed properties:
- LUMO energy (Eh) = -0.0158
- relative energy (zero: lowest compared OMol25 entry of this formula, charge and spin) (kJ/mol) = 1023.63
- total energy (eV) = -49426.487
- orbital gap (eV) = 8.830
- HOMO (eV) = -9.26
- SMILES = C#CO[P@](=O)(O)ONCCC.CCOC(C)=O.CCOC(C)=O.CCOC(C)=O

The geometry in ORCA input format:
```
! RIJCOSX wB97M-V def2-TZVPD def2/J DEFGRID3
* xyz 0 1
C -1.144 -2.472 -3.115
C -1.147 -2.650 -1.699
O -0.837 -2.375 -0.263
P -1.688 -0.941 0.286
O -1.839 -1.012 1.888
O -3.357 -0.889 -0.320
O -0.892 0.557 -0.203
N 0.042 0.322 -1.141
C -0.186 1.108 -2.413
C -1.783 1.120 -2.830
C -2.068 1.403 -4.419
H -1.270 -2.457 -4.291
H -3.479 0.099 -0.515
H 1.017 0.403 -0.777
H 0.231 2.223 -2.334
H 0.379 0.531 -3.276
H -2.288 1.947 -2.137
H -2.241 0.069 -2.504
H -2.456 0.383 -4.886
H -2.991 2.143 -4.475
H -1.137 1.762 -5.034
O 3.594 -1.619 1.323
C 2.711 -2.218 1.938
O 2.512 -1.973 3.253
C 1.400 -2.475 4.015
C 1.680 -3.876 4.525
C 1.908 -3.290 1.267
H 0.469 -2.412 3.442
H 1.279 -1.800 4.870
H 1.822 -4.583 3.703
H 0.854 -4.232 5.148
H 2.601 -3.890 5.117
H 2.474 -4.225 1.282
H 1.729 -2.991 0.230
H 0.927 -3.448 1.711
O 2.192 -2.704 8.067
C 3.263 -2.128 7.875
O 3.871 -2.207 6.670
C 5.017 -1.429 6.284
C 6.302 -2.089 6.749
C 3.954 -1.411 8.994
H 4.927 -0.394 6.628
H 5.012 -1.388 5.189
H 6.344 -2.165 7.839
H 7.173 -1.522 6.408
H 6.370 -3.110 6.359
H 4.515 -2.134 9.591
H 3.196 -0.934 9.621
H 4.618 -0.614 8.662
O -4.492 3.420 -4.810
C -4.363 3.911 -5.932
O -4.505 5.244 -6.111
C -4.195 5.938 -7.332
C -5.366 5.888 -8.295
C -4.140 3.035 -7.126
H -3.268 5.563 -7.775
H -4.002 6.981 -7.057
H -5.604 4.862 -8.587
H -5.146 6.463 -9.201
H -6.266 6.300 -7.826
H -5.102 2.645 -7.469
H -3.497 2.202 -6.830
H -3.632 3.534 -7.949
*
```

These are the Mulliken partial charges, in e, on atoms 1 to 8: -0.20, -0.04, -0.20, 0.83, -0.63, -0.47, -0.21, -0.04

***

Below is a cluster of 3 separate species, C19H27BrF5IN3O7 in total, with properties calculated with wB97M-V/def2-TZVPD.

Computed properties:
- LUMO energy (Eh) = -0.1223
- total energy (eV) = -130664.433
- orbital gap (eV) = 7.465
- HOMO (eV) = -10.79

The geometry in ORCA input format:
```
! RIJCOSX wB97M-V def2-TZVPD def2/J DEFGRID3
* xyz 1 1
O 1.702 4.221 -1.596
C 0.278 4.123 -1.503
C -0.086 2.650 -1.387
C -0.487 2.194 0.043
C 0.467 1.171 0.666
C 0.239 -0.314 0.328
C -0.604 -0.593 -0.931
C 0.023 -1.716 -1.790
I -1.439 -3.161 -2.332
C 1.916 1.705 0.615
N 2.486 1.740 2.001
C 3.723 0.909 2.135
C 4.944 1.731 2.682
C 6.101 1.871 1.765
F 7.086 0.939 1.919
C 6.352 2.869 0.874
F 5.639 3.094 -0.205
F 7.353 3.705 0.974
C 1.431 1.430 2.803
N 1.426 1.343 4.137
Br 2.886 1.624 5.214
N 0.280 1.265 2.155
H 1.965 5.145 -1.558
H -0.126 4.730 -0.691
H -0.136 4.497 -2.443
H 0.740 2.034 -1.740
H -0.939 2.460 -2.038
H -0.453 3.072 0.689
H -1.525 1.861 0.051
H -0.199 -0.862 1.159
H 1.225 -0.762 0.172
H -1.587 -0.949 -0.642
H -0.714 0.268 -1.576
H 0.458 -1.308 -2.697
H 0.808 -2.245 -1.259
H 2.017 2.717 0.229
H 2.466 1.080 -0.085
H 3.543 0.020 2.739
H 4.028 0.569 1.153
H 4.567 2.699 3.003
H 5.289 1.234 3.587
H 0.576 1.126 4.629
H -0.431 0.699 2.595
C -2.513 -6.148 1.059
C -2.356 -6.000 2.556
O -1.404 -4.949 2.651
C -1.544 -4.175 1.544
O -1.089 -3.081 1.430
O -2.271 -4.810 0.604
F -1.851 -7.112 3.131
H -1.761 -6.817 0.639
H -3.501 -6.487 0.761
H -3.266 -5.708 3.083
C -5.263 -1.258 -4.828
C -6.050 -0.172 -4.127
O -5.229 0.113 -3.006
C -3.947 -0.172 -3.358
O -2.989 0.184 -2.756
O -3.916 -0.911 -4.486
F -7.255 -0.609 -3.699
H -5.498 -2.244 -4.426
H -5.400 -1.266 -5.905
H -6.189 0.738 -4.712
*
```

These are the Mulliken partial charges, in e, on atoms 1 to 8: -0.52, -0.82, -0.49, -1.77, 1.99, -1.35, -0.10, -1.12

***

Below is a cluster of 3 separate species, C4H14NO2 in total, with properties calculated with wB97M-V/def2-TZVPD.

Computed properties:
- LUMO energy (alpha / beta) (Eh) = -0.3301 / -0.5488
- relative energy (zero: lowest compared OMol25 entry of this formula, charge and spin) (kJ/mol) = 209.61
- total energy (eV) = -9938.221
- orbital gap (alpha / beta) (eV) = 9.981 / 4.016
- HOMO (alpha / beta) (eV) = -18.96 / -18.95
- <S²> = 0.75

The geometry in ORCA input format:
```
! RIJCOSX wB97M-V def2-TZVPD def2/J DEFGRID3
* xyz 2 2
C 0.653 2.579 -0.441
C -0.203 1.319 -0.496
C 0.807 0.108 -0.096
C -0.355 -2.019 0.055
N 0.077 -0.965 0.670
H -0.152 3.366 -0.500
H 1.096 2.755 0.537
H 1.393 2.623 -1.237
H -0.991 1.374 0.276
H -0.599 1.093 -1.495
H 1.331 -0.427 -0.876
H 1.449 0.470 0.706
H -0.231 -1.941 -1.039
H -0.775 -2.843 0.636
H -0.072 -0.909 1.697
H -1.069 -0.162 3.872
H 0.359 -0.832 4.139
O -0.352 -0.695 3.513
H -1.540 -1.626 -3.533
H -0.028 -1.514 -3.460
O -0.799 -1.753 -2.927
*
```

These are the Mulliken partial charges, in e, on atoms 1 to 8: -0.90, -0.19, -0.67, 0.22, 0.14, 0.34, 0.44, 0.40

***

Below is an isolated molecule of C3H5N3, with properties calculated with wB97M-V/def2-TZVPD.

Computed properties:
- LUMO energy (Eh) = 0.0323
- relative energy (zero: lowest compared OMol25 entry of this formula, charge and spin) (kJ/mol) = 191.65
- total energy (eV) = -7660.469
- orbital gap (eV) = 9.491
- HOMO (eV) = -8.61
- SMILES = [H]/N=C/C(N)=C=N

The geometry in ORCA input format:
```
! RIJCOSX wB97M-V def2-TZVPD def2/J DEFGRID3
* xyz 0 1
N 0.445 1.069 1.347
C 0.039 0.202 0.283
C 0.118 0.689 -1.102
N -0.064 -0.087 -2.096
N -1.074 -2.049 0.684
C -0.461 -1.011 0.484
H 1.384 0.868 1.674
H -0.185 1.018 2.139
H 0.329 1.765 -1.171
H -0.023 0.434 -2.971
H -0.520 -2.904 0.666
*
```

These are the Mulliken partial charges, in e, on atoms 1 to 8: -0.55, -0.22, -0.02, -0.62, -0.49, 0.49, 0.24, 0.26

***

Among the records above, which one has the lowest total energy?
C19H27BrF5IN3O7

***

The highest total energy belongs to which entry?
C3H5N3